# C3H6N2O

C3H6N2O in the gas phase (ωB97M-V/def2-TZVPD, the Open Molecules 2025 dataset).

Properties
total energy	-302.64686	Eh
energy above the lowest of the compared OMol25 structures with the same formula, charge and spin	1.258	eV
multiplicity	1

Geometry as XYZ:
```
12
C3H6N2O, DFT ωB97M-V/def2-TZVPD
H -0.522 -1.534 -1.237
N -1.248 -0.928 -0.852
C -0.754 0.071 -0.223
C -1.745 1.032 0.379
O -1.406 1.987 1.039
N 0.541 0.409 0.031
C 1.608 -0.565 0.007
H -2.800 0.769 0.187
H 0.637 1.222 0.624
H 1.259 -1.530 0.399
H 2.420 -0.211 0.646
H 2.010 -0.723 -1.000
```

=====

# C3H6N2O

C3H6N2O in the gas phase (ωB97M-V/def2-TZVPD, the Open Molecules 2025 dataset).

Properties
total energy	-302.65974	Eh
energy above the lowest of the compared OMol25 structures with the same formula, charge and spin	0.908	eV
multiplicity	1

Geometry as XYZ:
```
12
C3H6N2O, DFT ωB97M-V/def2-TZVPD
H 1.783 -0.173 -1.858
N 0.845 -0.560 -1.770
C 0.277 -0.108 -0.729
C 0.854 0.883 0.262
N -1.003 -0.588 -0.409
C -1.408 -0.498 0.924
O -1.678 -1.446 1.615
H 1.925 0.975 0.086
H 0.724 0.583 1.307
H 0.380 1.864 0.146
H -1.225 -1.473 -0.856
H -1.473 0.542 1.282
```

=====

# C3H6N2O

C3H6N2O in the gas phase at a distorted geometry (ωB97M-V/def2-TZVPD, the Open Molecules 2025 dataset).

Properties
total energy	-302.40857	Eh
energy above the lowest of the compared OMol25 structures with the same formula, charge and spin	7.742	eV
multiplicity	1

Geometry as XYZ:
```
12
C3H6N2O, DFT ωB97M-V/def2-TZVPD
C -2.172 -0.238 -0.153
C -1.830 0.666 0.808
C 1.833 -0.589 0.171
N -1.452 -1.267 -0.616
N 0.511 -0.455 0.079
O -0.205 -1.482 -0.396
H -3.140 -0.175 -0.627
H -0.762 0.469 1.182
H -2.338 1.467 1.191
H 2.115 -0.105 1.031
H 2.428 -1.625 0.151
H 2.299 -0.010 -0.590
```

=====

# C3H6N2O

C3H6N2O in the gas phase at a distorted geometry (ωB97M-V/def2-TZVPD, the Open Molecules 2025 dataset).

Properties
total energy	-302.56478	Eh
energy above the lowest of the compared OMol25 structures with the same formula, charge and spin	3.492	eV
multiplicity	1

Geometry as XYZ:
```
12
C3H6N2O, DFT ωB97M-V/def2-TZVPD
C 0.781 1.024 1.439
C 0.349 0.428 0.131
N 0.857 -0.766 -0.217
N -0.014 -1.365 -1.010
C -1.315 -0.676 -1.097
O -1.971 -0.641 -2.125
H 1.714 1.580 1.309
H 0.951 0.251 2.191
H 0.008 1.703 1.806
H 0.140 1.156 -0.660
H 0.298 -2.084 -1.660
H -1.797 -0.611 -0.107
```